[1]
The molecule C3H4N4 in a non-equilibrium geometry. Source: OMol25; level of theory: ωB97M-V/def2-TZVPD.

Each line ends with the Mulliken charge.
CARTESIAN COORDINATES (ANGSTROEM)
1 H -1.758 -0.081 -1.862  0.283
2 N -0.627 -0.247 -2.356  -0.627
3 C 0.394 -0.359 -1.562  0.303
4 N 0.256 -0.236 -0.167  0.012
5 C 0.966 -0.482 0.830  0.058
6 N 0.419 0.005 1.892  -0.420
7 N -0.622 0.820 1.481  -0.373
8 C -0.685 0.628 0.250  -0.076
9 H 1.495 -0.774 -1.896  0.271
10 H 1.719 -1.476 1.031  0.275
11 H -1.495 1.223 -0.338  0.294

Values from the calculation:
**ΔE to the lowest compared entry with this formula, charge and spin**: 106.50 kcal/mol
**Net charge**: 0
**Largest force on an atom**: 10.36 eV/Å
**Total energy**: -335.6036 Eh
**Multiplicity**: 1
**HOMO-LUMO gap**: 10.48 eV


[2]
A cluster of 2 separate species, C3H4N4 in total. Source: OMol25; level of theory: ωB97M-V/def2-TZVPD.

Each line ends with the Mulliken charge.
CARTESIAN COORDINATES (ANGSTROEM)
1 N 2.029 -1.239 2.752  -0.420
2 C 1.343 -1.177 1.834  0.406
3 N 0.512 -1.059 0.852  -0.377
4 C 0.389 -1.258 -0.337  0.571
5 N 0.047 -1.680 -1.403  -0.483
6 H 0.030 -1.226 -2.294  0.309
7 C -1.260 1.480 -0.238  -0.249
8 N -0.138 1.204 -0.718  -0.456
9 H -2.113 0.888 -0.550  0.257
10 H -1.460 2.277 0.476  0.235
11 H 0.620 1.791 -0.373  0.206

Values from the calculation:
**ΔE to the lowest compared entry with this formula, charge and spin**: 72.08 kcal/mol
**Net charge**: 0
**Largest force on an atom**: 0.90 eV/Å
**Total energy**: -335.6585 Eh
**Multiplicity**: 1
**HOMO-LUMO gap**: 10.99 eV


[3]
The molecule C3H4N4 in a non-equilibrium geometry. Source: OMol25; level of theory: ωB97M-V/def2-TZVPD.

Each line ends with the Mulliken charge.
CARTESIAN COORDINATES (ANGSTROEM)
1 C -1.479 -1.358 2.044  -0.514
2 N -0.607 -1.266 0.928  -0.353
3 N -0.392 -0.248 0.264  0.127
4 N 0.537 0.152 -0.427  -0.039
5 C 0.802 0.702 -1.488  -0.029
6 C 1.627 1.483 -2.077  0.311
7 N 2.166 1.900 -3.224  -0.513
8 H -1.317 -0.641 2.887  0.249
9 H -2.612 -1.089 1.830  0.227
10 H -1.353 -2.405 2.411  0.275
11 H 2.627 2.770 -3.148  0.259

Values from the calculation:
**ΔE to the lowest compared entry with this formula, charge and spin**: 176.89 kcal/mol
**Net charge**: 0
**Largest force on an atom**: 7.57 eV/Å
**Total energy**: -335.4914 Eh
**Multiplicity**: 1
**HOMO-LUMO gap**: 6.95 eV


[4]
The molecule C3H4N4 in a non-equilibrium geometry. Source: OMol25; level of theory: ωB97M-V/def2-TZVPD.

Each line ends with the Mulliken charge.
CARTESIAN COORDINATES (ANGSTROEM)
1 N 0.551 2.610 0.050  -0.393
2 C 0.588 1.478 0.118  -0.011
3 C 0.266 0.111 0.241  0.956
4 N -0.520 -0.066 1.447  -0.537
5 N -0.756 -0.065 -1.251  -0.691
6 C 1.287 -0.893 0.017  0.074
7 N 1.933 -1.822 -0.272  -0.396
8 H -1.506 0.356 1.447  0.262
9 H -0.546 -0.935 1.844  0.234
10 H -0.371 0.258 -2.167  0.270
11 H -0.925 -1.032 -1.474  0.232

Values from the calculation:
**ΔE to the lowest compared entry with this formula, charge and spin**: 79.22 kcal/mol
**Net charge**: 0
**Largest force on an atom**: 4.28 eV/Å
**Total energy**: -335.6471 Eh
**Multiplicity**: 1
**HOMO-LUMO gap**: 10.54 eV